DFT (ωB97M-V/def2-TZVPD) results for a 4-piece molecular cluster, C59H48FN2O9S overall in a non-equilibrium geometry.

```
120
C59H48FN2O9S ωB97M-V/def2-TZVPD
C 0.641 0.727 -0.738
C 1.353 1.330 0.477
O 2.749 1.405 0.299
C 3.327 2.688 0.365
C 4.683 2.694 1.110
C 5.022 1.419 1.886
C 4.097 1.025 3.024
C 4.091 2.008 4.200
C 3.280 3.255 3.946
C 1.982 3.150 3.476
N 1.236 4.245 3.217
C 1.707 5.495 3.384
C 0.801 6.617 3.003
C 0.738 6.709 1.455
C -0.443 5.963 0.846
F 0.751 8.023 1.065
C 2.993 5.656 3.883
C 3.775 4.548 4.171
C 5.148 4.745 4.702
O 6.017 5.269 4.115
O 5.275 4.234 5.968
N 5.828 5.254 6.827
C 5.375 5.176 7.976
S 4.837 5.466 9.386
H -0.005 1.472 -1.197
H 1.361 0.454 -1.499
H 0.020 -0.119 -0.470
H 0.900 2.304 0.682
H 1.130 0.698 1.342
H 3.506 3.041 -0.650
H 2.666 3.425 0.832
H 4.776 3.589 1.719
H 5.446 2.794 0.342
H 6.024 1.548 2.293
H 5.094 0.611 1.167
H 3.076 0.851 2.701
H 4.448 0.072 3.413
H 5.090 2.249 4.547
H 3.595 1.513 5.037
H 1.516 2.197 3.294
H 0.296 4.104 2.868
H -0.195 6.360 3.365
H 1.110 7.550 3.456
H 1.664 6.273 1.074
H -0.996 6.634 0.199
H -0.100 5.142 0.220
H -1.110 5.537 1.591
H 3.399 6.644 4.029
C -1.152 -4.111 -4.966
C -1.575 -5.417 -5.192
C -1.958 -6.217 -4.128
C -1.912 -5.718 -2.833
C -1.469 -4.412 -2.604
C -1.099 -3.610 -3.676
C -1.370 -3.869 -1.223
O -0.992 -2.730 -1.025
C -1.742 -4.760 -0.088
C -1.609 -4.294 1.214
C -1.962 -5.105 2.279
C -2.457 -6.385 2.048
C -2.587 -6.856 0.753
C -2.224 -6.050 -0.318
C -2.344 -6.588 -1.704
O -2.777 -7.702 -1.902
H -0.860 -3.486 -5.799
H -1.604 -5.812 -6.199
H -2.292 -7.231 -4.299
H -0.767 -2.597 -3.495
H -1.227 -3.298 1.388
H -1.854 -4.743 3.293
H -2.738 -7.015 2.881
H -2.968 -7.850 0.567
C -1.905 5.766 9.314
C -1.135 5.665 8.159
C -1.724 5.823 6.917
C -3.088 6.073 6.818
C -3.861 6.154 7.977
C -3.264 6.009 9.222
C -5.334 6.382 7.900
O -6.002 6.458 8.908
C -5.955 6.504 6.552
C -7.330 6.665 6.453
C -7.922 6.794 5.208
C -7.143 6.770 4.056
C -5.772 6.605 4.149
C -5.172 6.463 5.394
C -3.703 6.257 5.473
O -3.018 6.235 4.467
H -1.442 5.651 10.285
H -0.074 5.466 8.233
H -1.130 5.753 6.016
H -3.869 6.085 10.115
H -7.931 6.687 7.351
H -8.995 6.915 5.133
H -7.609 6.877 3.086
H -5.163 6.582 3.256
C 3.306 -8.439 -7.216
C 4.216 -8.527 -8.264
C 3.777 -8.452 -9.575
C 2.423 -8.298 -9.844
C 1.507 -8.229 -8.792
C 1.955 -8.291 -7.479
C 0.046 -8.107 -9.057
O -0.748 -8.039 -8.140
C -0.412 -8.076 -10.473
C -1.773 -8.016 -10.744
C -2.215 -7.974 -12.056
C -1.299 -7.985 -13.102
C 0.059 -8.049 -12.838
C 0.507 -8.103 -11.525
C 1.970 -8.202 -11.261
O 2.770 -8.209 -12.172
H 3.652 -8.491 -6.192
H 5.270 -8.653 -8.056
H 4.480 -8.514 -10.393
H 1.242 -8.228 -6.668
H -2.481 -8.006 -9.927
H -3.276 -7.933 -12.265
H -1.647 -7.946 -14.126
H 0.775 -8.061 -13.647
```

Output
* maximum force: 0.0264 Eh/bohr
* HOMO: -10.7 eV
* HOMO-LUMO gap: 6.43 eV
* net charge: +1
* M: 980.103 g mol⁻¹
* energy above the lowest of the compared OMol25 structures with the same formula, charge and spin: 0.00 kJ/mol